Entry 1:
# C35H29I2N6O2PbS2Se2

A molecular structure, C35H29I2N6O2PbS2Se2 (the ωB97M-V functional and the def2-TZVPD basis, the OMol25 dataset).

Output
Energy relative to the best compared isomer or geometry (same formula, charge and spin)   0.00 kcal per mole
Orbital gap   5.8611 eV
Strongest force on any atom   0.0088 hartree/bohr

The geometry in ORCA input format:
```
! wB97M-V def2-TZVPD RIJCOSX def2/J DEFGRID3
* xyz 1 1
Pb -0.19 0.66 0.66
C -3.96 1.04 1.18
O -2.98 0.51 0.30
C -3.43 -0.08 -0.85
C -4.75 0.02 -1.27
C -5.16 -0.61 -2.44
C -4.25 -1.34 -3.18
C -2.93 -1.42 -2.77
C -2.49 -0.79 -1.61
N -1.12 -0.86 -1.15
N -0.42 -1.56 -1.93
C 0.90 -1.86 -1.76
C 1.65 -1.68 -0.57
O 1.24 -1.12 0.51
C 3.00 -2.21 -0.53
C 3.57 -2.76 -1.62
C 2.87 -2.90 -2.86
C 3.51 -3.43 -3.99
C 2.83 -3.57 -5.17
C 1.48 -3.21 -5.24
C 0.85 -2.67 -4.14
C 1.53 -2.49 -2.92
H -4.73 0.30 1.40
H -4.43 1.94 0.77
H -3.44 1.31 2.10
H -5.46 0.60 -0.70
H -6.19 -0.52 -2.75
H -4.56 -1.84 -4.09
H -2.21 -1.98 -3.35
H 3.53 -2.08 0.40
H 4.60 -3.10 -1.57
H 4.55 -3.72 -3.92
H 3.33 -3.97 -6.05
H 0.93 -3.36 -6.16
H -0.19 -2.37 -4.21
C -0.65 4.59 2.15
C -0.94 3.54 3.17
N -1.00 2.26 2.93
C -1.35 1.54 4.04
C -1.55 2.28 5.16
S -1.30 3.93 4.81
C -1.50 0.08 3.93
C -1.91 -0.75 4.92
S -2.01 -2.35 4.34
C -1.49 -1.84 2.79
N -1.25 -0.55 2.72
C -1.32 -2.82 1.68
H -0.31 4.12 1.23
H 0.11 5.29 2.51
H -1.55 5.17 1.93
H -1.86 1.96 6.15
H -2.17 -0.50 5.93
H -1.62 -3.82 1.98
H -0.28 -2.84 1.36
H -1.92 -2.52 0.82
Se 3.89 1.56 -0.11
Se 2.61 3.02 1.15
C 2.42 1.90 2.72
C 3.08 2.28 3.89
C 3.06 1.40 4.96
C 2.43 0.18 4.82
C 1.77 -0.10 3.63
N 1.74 0.76 2.61
C 2.81 1.35 -1.69
C 3.49 1.02 -2.86
C 2.77 0.92 -4.04
C 1.40 1.16 -4.01
C 0.82 1.45 -2.79
N 1.50 1.53 -1.65
H 3.60 3.22 3.94
H 3.58 1.65 5.88
H 2.43 -0.55 5.62
H 1.26 -1.04 3.47
H 4.56 0.86 -2.84
H 3.27 0.68 -4.96
H 0.81 1.12 -4.91
H -0.26 1.60 -2.72
I -2.72 3.69 -1.42
I -1.97 4.69 -3.76
*
```

***

Entry 2:
# C4H38N2O14

15 unconnected molecules or ions with the total composition C4H38N2O14 (the ωB97M-V functional and the def2-TZVPD basis, the OMol25 dataset).

Output
Energy relative to the best compared isomer or geometry (same formula, charge and spin)   0.00 kcal per mole
Orbital gap   8.4863 eV
Strongest force on any atom   0.0305 hartree/bohr

The geometry in ORCA input format:
```
! wB97M-V def2-TZVPD RIJCOSX def2/J DEFGRID3
* xyz 0 1
C 1.15 -0.27 1.14
C -0.24 -0.15 0.51
C -0.37 1.01 -0.45
C 0.06 0.97 -1.70
N 0.05 2.10 -2.55
N 1.47 0.93 1.92
H 1.89 -0.36 0.35
H 1.20 -1.18 1.73
H -0.41 -1.09 -0.01
H -0.98 -0.08 1.28
H -0.83 1.91 -0.04
H 0.51 0.10 -2.13
H -0.70 2.74 -2.34
H 0.07 1.92 -3.54
H 0.79 0.98 2.67
H 2.35 0.82 2.40
H -3.18 0.39 0.32
H -4.22 1.55 0.50
O -3.28 1.38 0.36
H -2.43 1.99 1.85
H -1.20 2.79 2.35
O -1.95 2.24 2.66
H 4.46 -1.89 0.16
H 4.80 -0.37 0.12
O 5.10 -1.25 -0.16
H 2.64 -2.21 -0.91
H 3.03 -3.67 -0.58
O 2.70 -2.87 -0.17
H 0.43 -2.12 -2.33
H -1.08 -1.84 -2.35
O -0.42 -2.52 -2.10
H -1.23 0.95 3.55
H -0.96 -0.57 3.39
O -0.65 0.22 3.87
H 2.24 2.14 -1.48
H 2.35 1.62 -0.04
O 2.82 1.60 -0.89
H 0.96 -3.34 0.41
H -0.34 -3.34 -0.46
O 0.01 -3.60 0.41
H 1.01 3.91 1.27
H 1.03 2.42 1.79
O 0.50 3.25 1.77
H -2.42 3.36 -1.96
H -2.68 2.03 -1.19
O -2.39 2.41 -2.05
H -1.97 -2.97 2.70
H -0.96 -2.74 1.54
O -1.62 -2.27 2.11
H -2.70 -1.62 0.92
H -2.61 -1.39 -0.61
O -3.19 -1.24 0.16
H 3.68 -1.08 -2.30
H 2.74 -0.01 -1.74
O 2.74 -0.92 -2.14
H -3.23 -0.67 -2.95
H -2.23 0.40 -2.38
O -2.32 -0.54 -2.64
*
```

***

Entry 3:
# C17H20ClINO5Zr

A molecular structure, C17H20ClINO5Zr (the ωB97M-V functional and the def2-TZVPD basis, the OMol25 dataset).

Output
Energy relative to the best compared isomer or geometry (same formula, charge and spin)   0.00 kcal per mole
Orbital gap   5.8576 eV
Strongest force on any atom   0.0106 hartree/bohr

The geometry in ORCA input format:
```
! wB97M-V def2-TZVPD RIJCOSX def2/J DEFGRID3
* xyz 3 1
Zr -0.15 0.36 0.00
C 1.81 0.57 -2.37
C 2.77 0.84 -1.22
O 2.11 0.39 0.00
C 2.77 0.84 1.22
C 1.81 0.57 2.37
O 0.45 0.98 1.99
C -0.04 2.32 2.36
C 0.26 3.28 1.23
O -0.10 2.59 0.00
C 0.25 3.28 -1.23
C -0.04 2.32 -2.36
O 0.45 0.98 -1.99
H 1.74 -0.50 -2.58
H 2.12 1.08 -3.28
H 2.99 1.91 -1.11
H 3.70 0.30 -1.37
H 3.00 1.90 1.11
H 3.70 0.29 1.37
H 2.12 1.08 3.28
H 1.73 -0.50 2.58
H 0.42 2.64 3.30
H -1.11 2.19 2.52
H 1.31 3.56 1.17
H -0.35 4.19 1.34
H 1.30 3.57 -1.17
H -0.35 4.19 -1.34
H 0.41 2.63 -3.30
H -1.11 2.19 -2.51
Cl -4.00 -5.48 0.00
C -3.46 -3.86 0.00
C -4.37 -2.83 0.00
C -3.95 -1.48 0.00
I -5.34 0.04 0.00
C -2.61 -1.21 0.00
O -2.02 0.04 0.00
C -1.67 -2.24 0.00
N -0.34 -1.85 0.00
C 0.60 -2.82 0.00
C 0.29 -4.16 0.00
C -1.04 -4.55 0.00
C -2.06 -3.59 0.00
H -5.43 -3.06 0.00
H 1.64 -2.50 0.00
H 1.08 -4.90 0.00
H -1.30 -5.61 0.00
*
```

***

Computed HOMO (eV) in order:
-9.6, -8.3, -16.7